DFT (ωB97M-V with the def2-TZVPD basis set) results for a molecular structure, C3H4O2Pr at a distorted geometry.

Structure (XYZ):
```
10
Properties=species:S:1:pos:R:3:forces:R:3
O 1.322 -0.300 -0.417 -0.579 0.816 1.265
C 1.266 -0.084 0.875 2.986 -1.811 -0.564
Pr -0.875 -0.975 2.324 -0.057 0.154 0.120
O 2.152 -0.240 1.687 -3.054 0.793 -1.029
C 0.024 -0.066 -1.057 0.339 0.075 -0.246
H 0.229 0.709 -1.807 -0.254 -0.132 0.092
H -0.252 -1.000 -1.560 0.125 0.260 0.166
C -0.945 0.358 0.017 0.233 0.611 -0.412
H -0.947 1.431 0.260 0.427 -0.198 0.029
H -1.974 0.166 -0.321 -0.165 -0.569 0.578
```
Positions in Å, forces in eV/Å.

Results
- ⟨S²⟩ = 4.00
- HOMO-LUMO gap (spin up / spin down) (eV) = 7.0 / 8.1
- E_LUMO (spin up / spin down) (eV) = -11.14 / -10.74
- HOMO energy (spin up / spin down) (Eh) = -0.666 / -0.694
- total charge = +2
- spin multiplicity = 4
- electronic energy (Ha) = -783.3822

Atom charges from the Mulliken analysis, given in e for atoms 1 to 8:
1. O -0.191
2. C 0.491
3. Pr 1.695
4. O -0.297
5. C -0.050
6. H 0.304
7. H 0.289
8. C -1.205

DFT (ωB97M-V with the def2-TZVPD basis set) results for a gas-phase ion, CHClO2PS (charge -1) at a distorted geometry.

Structure (XYZ):
```
7
Properties=species:S:1:pos:R:3:forces:R:3
C 0.416 -0.268 0.682 1.866 1.410 0.788
O -0.310 1.872 -1.235 -0.027 0.040 0.377
O -0.553 -0.533 -2.151 -0.204 -0.198 0.376
P -0.473 0.418 -1.022 1.598 -0.816 0.673
S -1.329 -0.101 0.803 -1.506 -0.414 0.370
Cl 1.316 -1.840 1.518 -0.995 0.721 -1.100
H 0.932 0.451 1.405 -0.732 -0.742 -1.484
```
Positions in Å, forces in eV/Å.

Results
- HOMO-LUMO gap (eV) = 8.3
- E_LUMO (eV) = 3.43
- HOMO energy (Eh) = -0.178
- SMILES string = O=[P@]1([O-])S[C@H]1Cl
- total charge = -1
- electronic energy (Ha) = -1389.0177

Taken from the natural (NBO) analysis, the atomic charges in e are:
1. C -0.665
2. O -1.108
3. O -1.101
4. P 2.067
5. S -0.143
6. Cl -0.252
7. H 0.202

DFT (ωB97M-V with the def2-TZVPD basis set) results for a molecular structure, C49H58BBiCl2GeIN8O4S3.

Structure (XYZ):
```
128
Properties=species:S:1:pos:R:3:forces:R:3
Bi -0.543 -0.436 -0.318 0.038 0.076 -0.115
C -2.669 5.003 -1.392 -0.032 -0.007 0.008
C -1.823 4.735 -2.636 0.006 0.022 -0.018
C -2.116 5.842 -3.650 0.023 -0.020 0.019
C -0.328 4.744 -2.338 0.073 0.044 0.025
N -2.219 3.413 -3.237 0.125 0.056 -0.222
C -2.761 3.279 -4.503 -0.109 -0.046 0.118
C -3.077 1.985 -4.665 0.059 0.064 -0.002
N -2.729 1.297 -3.513 0.086 -0.128 -0.064
B -3.221 -0.180 -3.438 -0.099 0.009 -0.008
N -3.878 -0.538 -2.054 0.032 0.082 -0.005
C -5.140 -0.051 -1.795 0.014 -0.013 -0.015
C -5.614 -0.681 -0.705 -0.040 -0.022 -0.028
N -4.642 -1.562 -0.274 0.048 0.042 0.083
C -3.590 -1.451 -1.113 -0.052 -0.103 -0.101
S -2.114 -2.362 -1.082 0.039 0.108 -0.003
C -4.921 -2.498 0.876 -0.016 -0.004 -0.015
C -3.668 -3.109 1.497 -0.011 0.013 -0.009
C -5.823 -3.604 0.331 -0.005 -0.007 0.006
C -5.643 -1.695 1.960 -0.016 -0.007 0.043
N -2.273 -1.270 -3.983 -0.053 0.024 -0.001
C -2.818 -2.331 -4.677 0.062 -0.020 -0.002
C -1.815 -3.153 -5.037 0.009 0.048 -0.001
N -0.638 -2.595 -4.567 -0.006 -0.047 -0.018
C -0.940 -1.448 -3.915 -0.102 0.059 0.072
S 0.124 -0.361 -3.128 0.093 0.050 -0.002
C 0.722 -3.188 -4.763 0.025 0.014 -0.033
C 1.297 -3.556 -3.400 0.026 -0.019 0.005
C 0.601 -4.455 -5.607 -0.018 0.027 0.012
C 1.607 -2.188 -5.505 0.039 0.007 -0.019
C -2.165 2.183 -2.666 0.054 0.066 0.171
S -1.468 1.967 -1.101 -0.363 -0.387 0.037
H -2.439 6.002 -1.022 0.001 0.006 0.009
H -2.467 4.296 -0.592 0.007 0.001 -0.010
H -3.732 4.968 -1.640 -0.009 -0.002 0.004
H -1.847 6.788 -3.184 0.005 0.008 -0.006
H -3.173 5.895 -3.912 -0.003 -0.003 0.008
H -1.518 5.741 -4.555 -0.002 -0.025 -0.015
H -0.052 5.736 -1.977 0.004 0.012 0.005
H 0.239 4.544 -3.248 0.024 -0.008 -0.006
H -0.043 4.017 -1.583 -0.012 0.059 -0.022
H -2.908 4.106 -5.167 0.015 0.023 -0.016
H -3.541 1.486 -5.495 -0.003 -0.017 -0.015
H -4.150 -0.208 -4.201 -0.030 0.008 0.018
H -5.598 0.690 -2.425 -0.002 0.014 -0.004
H -6.559 -0.578 -0.210 0.000 0.014 0.001
H -3.190 -3.838 0.850 -0.003 -0.008 -0.008
H -3.988 -3.626 2.402 -0.003 0.002 0.010
H -2.939 -2.349 1.769 0.027 0.026 0.010
H -5.308 -4.174 -0.443 0.006 0.001 -0.007
H -6.743 -3.196 -0.089 -0.001 0.001 -0.002
H -6.090 -4.286 1.138 0.001 -0.006 0.003
H -5.061 -0.822 2.260 -0.002 -0.021 -0.011
H -5.768 -2.336 2.831 -0.008 0.005 0.012
H -6.638 -1.372 1.659 0.007 0.003 0.005
H -3.873 -2.398 -4.870 -0.015 -0.007 0.004
H -1.843 -4.061 -5.603 0.009 -0.035 -0.008
H 0.629 -4.255 -2.890 -0.004 -0.008 0.012
H 1.438 -2.676 -2.776 -0.004 -0.029 0.004
H 2.261 -4.048 -3.536 0.010 -0.006 -0.002
H 0.005 -5.222 -5.112 -0.012 -0.003 0.004
H 1.602 -4.857 -5.749 0.004 -0.003 0.004
H 0.184 -4.251 -6.594 -0.005 0.006 -0.006
H 1.772 -1.285 -4.921 0.001 -0.036 -0.032
H 1.154 -1.914 -6.459 -0.004 0.000 -0.010
H 2.572 -2.653 -5.707 0.014 -0.001 0.001
C -4.182 1.919 1.259 0.007 -0.016 -0.026
C -3.504 1.280 2.435 -0.022 -0.015 0.016
N -3.924 1.629 3.635 -0.007 0.004 -0.005
C -3.324 1.117 4.714 0.012 0.014 0.002
C -2.245 0.267 4.651 0.023 0.017 -0.005
C -1.586 -0.166 5.937 0.010 0.002 0.000
O -1.595 -1.577 6.130 -0.022 -0.017 0.026
C -1.776 -0.126 3.378 0.032 0.016 0.038
C -0.573 -0.953 3.336 -0.074 -0.001 -0.003
N 0.183 -1.185 2.325 -0.020 -0.019 -0.015
C 1.377 -1.875 2.678 0.033 -0.025 -0.035
C 2.139 -1.422 3.758 0.051 -0.007 -0.015
C 3.235 -2.138 4.208 -0.014 0.015 0.009
C 3.600 -3.318 3.580 0.016 0.011 -0.011
C 2.898 -3.744 2.464 -0.005 -0.007 0.002
C 1.810 -3.016 2.008 0.057 0.022 0.022
I 0.840 -3.708 0.299 -0.047 0.000 0.028
C -2.451 0.340 2.244 -0.072 -0.050 0.029
O -2.222 -0.106 1.022 0.139 0.122 0.052
H -5.212 2.153 1.523 -0.007 0.011 0.006
H -4.145 1.284 0.377 0.006 0.019 0.025
H -3.681 2.856 1.001 -0.012 -0.010 0.007
H -3.713 1.435 5.675 -0.010 0.004 0.006
H -2.070 0.345 6.772 0.000 0.000 0.002
H -0.535 0.129 5.951 -0.002 0.000 -0.006
H -2.505 -1.861 6.260 0.018 0.002 -0.013
H -0.291 -1.380 4.297 -0.013 0.013 -0.007
H 1.865 -0.487 4.230 -0.008 0.016 -0.008
H 3.799 -1.771 5.055 0.003 -0.004 0.006
H 4.442 -3.896 3.937 0.007 0.002 -0.001
H 3.194 -4.647 1.947 0.001 0.001 -0.001
Ge 2.883 2.065 0.011 -0.024 -0.022 0.040
C 3.502 0.238 0.012 0.015 -0.006 0.010
C 4.279 -0.162 1.102 0.005 0.025 -0.013
C 4.921 -1.389 1.097 -0.012 -0.022 -0.002
C 4.774 -2.245 0.014 -0.003 0.001 0.016
C 3.983 -1.872 -1.062 0.002 0.013 0.007
C 3.358 -0.632 -1.069 -0.004 -0.011 -0.025
C 2.802 2.968 -1.691 -0.008 0.029 -0.015
C 2.460 2.353 -2.894 -0.010 -0.029 0.010
C 2.524 3.052 -4.090 -0.020 0.027 -0.020
C 2.929 4.380 -4.098 0.001 0.003 -0.001
C 3.258 5.011 -2.907 0.003 -0.013 0.011
C 3.197 4.307 -1.712 0.006 0.011 -0.009
H 3.652 2.911 1.023 -0.011 0.000 0.004
H 4.397 0.498 1.954 -0.007 0.006 0.006
H 5.537 -1.677 1.937 0.009 -0.011 0.021
H 5.279 -3.202 0.008 0.004 -0.006 0.001
H 3.868 -2.537 -1.909 -0.006 -0.011 -0.005
H 2.777 -0.353 -1.938 -0.008 -0.009 0.013
H 2.141 1.320 -2.922 0.021 0.044 -0.001
H 2.260 2.557 -5.015 -0.002 -0.004 -0.003
H 2.989 4.923 -5.033 0.002 0.004 -0.004
H 3.572 6.046 -2.907 0.003 0.007 -0.003
H 3.473 4.808 -0.791 -0.002 -0.002 0.007
Cl -0.097 4.696 1.571 0.008 0.010 0.002
C -0.238 3.095 2.334 -0.025 -0.042 0.044
Cl -0.466 3.237 4.068 -0.027 -0.019 -0.016
C 1.012 2.275 1.989 -0.056 0.091 -0.029
O 1.130 2.148 0.676 0.077 -0.105 -0.089
O 1.775 1.832 2.801 0.058 -0.041 0.072
H -1.119 2.621 1.907 -0.009 0.011 -0.003
```
Positions in Å, forces in eV/Å.

Results
- HOMO-LUMO gap (eV) = 7.6
- E_LUMO (eV) = -2.45
- HOMO energy (Eh) = -0.370
- total charge = +1
- electronic energy (Ha) = -7370.0925

Atom charges from the Mulliken analysis, given in e for atoms 1 to 8:
1. Bi 1.566
2. C -1.272
3. C 1.500
4. C -2.516
5. C -1.195
6. N 0.804
7. C -0.435
8. C -1.574

DFT (ωB97M-V with the def2-TZVPD basis set) results for H4N2O3Si in the gas phase at a distorted geometry.

Structure (XYZ):
```
10
Properties=species:S:1:pos:R:3:forces:R:3
N 0.315 0.360 1.336 0.569 -0.090 0.401
N -0.847 0.674 -0.912 -2.252 0.684 -0.384
O -1.930 1.282 -0.747 2.363 -1.182 -0.615
O 0.066 0.990 -1.664 -0.473 0.967 -0.490
O 1.156 -1.321 -0.750 -3.592 -1.525 4.582
Si -0.218 -0.676 0.133 2.610 -1.044 -0.572
H 1.202 0.798 1.150 0.100 0.192 0.086
H 0.126 0.326 2.314 -0.203 -0.136 0.399
H 1.363 -0.818 -1.470 0.836 2.198 -3.106
H -1.232 -1.615 0.611 0.043 -0.064 -0.301
```
Positions in Å, forces in eV/Å.

Results
- HOMO-LUMO gap (eV) = 10.5
- E_LUMO (eV) = -0.06
- HOMO energy (Eh) = -0.387
- SMILES string = N[Si@H](O)[N+](=O)[O-]
- electronic energy (Ha) = -627.1066

Atom charges from the natural (NBO) analysis, given in e for atoms 1 to 8:
1. N -1.316
2. N 0.215
3. O -0.377
4. O -0.414
5. O -1.049
6. Si 1.811
7. H 0.410
8. H 0.413

DFT (ωB97M-V with the def2-TZVPD basis set) results for a molecular structure, C4H2FN3 at a distorted geometry.

Structure (XYZ):
```
10
Properties=species:S:1:pos:R:3:forces:R:3
C -0.385 -1.567 -1.029 0.192 1.973 1.047
C -0.256 0.010 1.821 -0.604 1.578 -2.026
C 0.026 -0.296 -0.524 4.812 0.416 -5.105
C -0.485 0.646 0.506 0.364 -4.528 0.280
N -0.788 -2.549 -1.468 -0.069 -0.627 -0.255
N 0.008 -0.424 2.831 0.393 -0.977 1.911
N 1.523 0.325 -1.652 -5.778 -3.100 3.924
F 1.719 1.523 -1.150 0.539 1.278 0.266
H 0.110 1.433 0.356 2.249 3.579 0.062
H -1.471 0.900 0.309 -2.097 0.408 -0.105
```
Positions in Å, forces in eV/Å.

Results
- HOMO-LUMO gap (spin up / spin down) (eV) = 6.8 / 6.8
- E_LUMO (spin up / spin down) (eV) = -2.94 / -2.94
- HOMO energy (spin up / spin down) (Eh) = -0.359 / -0.359
- electronic energy (Ha) = -417.4555

Atom charges from the natural (NBO) analysis, given in e for atoms 1 to 8:
1. C 0.148
2. C 0.269
3. C 0.164
4. C -0.574
5. N -0.205
6. N -0.261
7. N 0.127
8. F -0.213

DFT (ωB97M-V with the def2-TZVPD basis set) results for 2 unconnected molecules or ions with the total composition C24H52BBrFIN5O6P2S at a distorted geometry.

Structure (XYZ):
```
94
Properties=species:S:1:pos:R:3:forces:R:3
C 6.132 -2.252 -0.118 -0.668 -0.135 0.333
C 4.786 -2.229 0.603 -0.013 -0.081 0.096
C 3.616 -2.546 -0.354 1.258 -0.099 -0.268
N 2.516 -1.606 -0.335 0.750 0.347 0.768
N 1.198 -1.916 0.020 -0.711 -1.340 -0.249
P 1.364 -2.735 1.675 1.399 0.087 2.919
N 2.263 -2.027 2.736 -0.754 0.486 -1.322
C 0.622 -2.999 -0.908 -0.362 0.499 -1.224
P -0.911 -3.847 -0.246 -0.401 -0.031 0.928
O -2.139 -3.190 -1.077 0.237 -0.494 -0.252
Br -0.720 -5.915 -1.138 0.146 0.422 0.013
C 0.744 -2.495 -2.351 -0.114 -0.252 -1.210
B -0.177 -3.205 -3.475 -0.364 -0.534 -0.193
N 0.242 -4.444 -4.043 0.142 0.555 1.148
O -1.321 -2.624 -3.972 0.243 0.946 -0.281
N 0.830 -1.049 -2.489 0.757 -0.154 1.749
C 0.159 -0.121 -1.539 0.225 -0.508 -1.722
C 0.884 1.191 -1.920 -0.162 0.027 0.468
C 0.428 2.558 -1.433 -0.217 0.229 -0.584
F 1.537 3.405 -1.444 0.166 -0.094 0.307
C -1.303 -0.137 -2.033 -0.789 0.535 -0.300
S -2.412 1.232 -1.585 0.180 0.396 0.122
C -3.672 1.209 -2.883 -0.198 -0.676 0.201
C -4.453 -0.121 -2.919 0.378 0.924 -0.011
C 0.347 -0.609 -0.021 -1.508 2.041 0.075
C 0.839 0.457 0.995 0.996 -0.441 -0.158
C 2.179 1.189 0.990 0.135 0.644 0.958
C 2.295 1.972 2.324 -0.013 0.009 -1.220
I 1.261 3.854 2.154 0.021 -0.393 0.356
O -0.987 -0.834 0.346 0.621 -1.049 0.054
C -1.386 -1.093 1.690 -0.773 -0.248 1.195
C -2.396 -0.151 2.366 -0.931 -0.068 -0.063
C -3.111 0.867 1.489 0.378 0.057 0.441
C -3.444 -1.014 3.113 -0.028 0.232 -0.080
C -2.818 -1.907 4.194 -0.219 0.463 0.189
C -4.390 -1.763 2.189 0.244 -0.456 0.108
H 6.149 -1.495 -0.893 0.180 0.102 -0.214
H 6.290 -3.234 -0.552 0.214 -0.086 -0.185
H 6.906 -2.057 0.608 0.398 0.052 0.013
H 4.805 -2.957 1.409 -0.056 -0.016 0.231
H 4.645 -1.260 1.069 -0.137 0.210 0.038
H 4.065 -2.506 -1.345 -0.247 0.046 -0.396
H 3.381 -3.598 -0.227 -0.710 -0.024 0.016
H 2.645 -0.792 -0.910 -0.661 -0.103 -0.303
H 0.120 -3.049 2.227 -0.172 -0.102 -0.679
H 1.901 -4.004 1.357 -0.472 0.113 -0.708
H 2.662 -1.167 2.366 0.442 -0.117 0.478
H 1.318 -3.826 -0.833 0.231 -0.180 0.213
H -2.893 -3.805 -1.032 -0.035 0.367 -0.119
H 1.726 -2.852 -2.684 0.267 -0.058 0.146
H -0.525 -5.093 -4.157 0.211 -0.143 -0.485
H 0.996 -4.850 -3.503 0.016 -0.453 -0.413
H -1.292 -2.522 -4.936 -0.320 -0.437 0.305
H 0.775 -0.727 -3.439 -0.260 -0.022 -0.033
H 0.867 1.259 -3.001 -0.133 -0.190 -0.296
H 1.933 1.042 -1.700 0.275 0.192 0.259
H -0.079 2.606 -0.477 0.275 -0.053 0.363
H -0.258 2.976 -2.154 -0.259 0.114 -0.093
H -1.810 -1.077 -1.870 0.162 -0.210 0.326
H -1.235 -0.071 -3.111 0.245 0.119 -0.326
H -4.359 1.992 -2.592 0.016 0.355 0.218
H -3.278 1.495 -3.852 0.208 -0.070 -0.181
H -4.433 -0.552 -1.925 0.011 -0.325 0.118
H -4.006 -0.778 -3.651 -0.082 -0.436 -0.041
H -5.488 0.092 -3.158 -0.177 -0.185 -0.304
H 0.852 -0.015 1.968 -0.197 -0.407 0.162
H 0.025 1.164 1.080 -0.204 0.317 -0.317
H 3.041 0.533 1.010 0.000 -0.481 -0.209
H 2.355 1.915 0.208 -0.189 -0.090 -0.386
H 1.901 1.407 3.155 -0.108 0.080 0.332
H 3.340 2.202 2.468 0.110 0.282 0.326
H -0.604 -1.186 2.427 0.802 0.189 -0.285
H -1.844 -2.077 1.710 -0.098 -0.248 -0.466
H -1.919 0.411 3.165 0.508 0.155 -0.038
H -2.391 1.512 1.001 -0.033 0.103 -0.182
H -3.773 0.436 0.753 0.138 -0.143 -0.259
H -3.717 1.498 2.129 -0.139 0.146 0.226
H -4.057 -0.284 3.633 -0.177 0.152 0.163
H -1.769 -2.140 4.035 0.096 -0.259 -0.135
H -3.390 -2.811 4.353 0.010 -0.365 -0.129
H -2.869 -1.376 5.137 0.191 0.094 0.258
H -3.849 -2.450 1.539 0.069 -0.062 -0.281
H -5.052 -2.390 2.773 -0.222 -0.048 0.177
H -5.005 -1.112 1.584 -0.061 0.172 -0.169
C 1.138 7.457 1.563 0.006 -0.124 0.121
C 0.410 7.393 0.237 -0.043 -0.153 -0.088
O 0.148 8.770 -0.035 0.098 -0.064 0.122
C 1.060 9.517 0.644 0.012 0.072 -0.016
O 1.219 10.681 0.501 0.002 0.009 -0.001
O 1.764 8.739 1.510 -0.142 -0.052 -0.130
H 1.877 6.669 1.677 0.175 0.213 0.001
H 0.455 7.433 2.416 -0.023 0.024 -0.022
H 1.034 6.985 -0.562 0.037 0.016 0.023
H -0.517 6.827 0.285 -0.095 0.167 -0.035
```
Positions in Å, forces in eV/Å.

Results
- HOMO-LUMO gap (eV) = 7.9
- E_LUMO (eV) = -2.93
- HOMO energy (Eh) = -0.399
- total charge = +1
- electronic energy (Ha) = -5747.9307

Atom charges from the Mulliken analysis, given in e for atoms 1 to 8:
1. C -1.541
2. C -0.238
3. C -1.220
4. N -0.184
5. N 0.704
6. P 0.725
7. N -0.862
8. C -0.128